1.
{
  "formula": "C38H29ErI2N5O5S3",
  "method": "wB97M-V/def2-TZVPD",
  "symbols": ["Er", "O", "C", "O", "C", "C", "C", "C", "C", "O", "C", "C", "O", "O", "H", "H", "H", "H", "H", "H", "H", "H", "C", "C", "C", "C", "N", "C", "C", "C", "C", "C", "C", "N", "H", "H", "H", "H", "H", "H", "H", "H", "S", "C", "C", "C", "C", "N", "C", "C", "C", "S", "C", "N", "H", "H", "I", "I", "N", "S", "C", "C", "C", "C", "C", "C", "C", "C", "C", "C", "C", "C", "H", "H", "H", "H", "H", "H", "H", "H", "H", "H", "H"],
  "positions_angstrom": [[0.251, 0.644, 0.623], [-3.975, 0.659, 1.716], [-2.886, 1.149, 1.457], [-1.828, 0.511, 1.107], [-2.650, 2.661, 1.657], [-1.517, 2.822, 2.699], [-1.539, 4.230, 3.294], [-1.071, 5.063, 2.076], [-0.739, 3.964, 1.057], [-0.322, 2.861, 1.890], [-2.010, 3.381, 0.431], [-1.618, 2.364, -0.649], [-2.492, 1.886, -1.363], [-0.353, 2.125, -0.757], [-3.581, 3.120, 1.981], [-1.462, 2.013, 3.424], [-2.525, 4.508, 3.664], [-0.819, 4.296, 4.109], [-1.838, 5.738, 1.697], [-0.177, 5.640, 2.306], [0.042, 4.230, 0.352], [-2.669, 4.120, -0.022], [-2.210, -2.706, 3.256], [-1.764, -2.544, 4.557], [-0.622, -1.795, 4.778], [0.023, -1.215, 3.689], [-0.413, -1.357, 2.438], [-1.500, -2.094, 2.238], [1.178, -0.316, 3.898], [2.199, -0.622, 4.785], [3.211, 0.304, 4.982], [3.129, 1.527, 4.341], [2.067, 1.747, 3.479], [1.133, 0.836, 3.216], [-3.101, -3.276, 3.032], [-2.305, -2.976, 5.389], [-0.247, -1.626, 5.778], [-1.835, -2.182, 1.212], [2.213, -1.586, 5.276], [4.040, 0.071, 5.638], [3.868, 2.305, 4.468], [1.955, 2.704, 2.988], [2.631, -0.910, 1.017], [3.527, -1.090, -0.446], [4.571, -2.027, -0.504], [5.276, -2.266, -1.670], [6.295, -3.268, -1.696], [7.105, -4.084, -1.719], [4.970, -1.548, -2.844], [3.968, -0.587, -2.789], [3.256, -0.350, -1.622], [1.980, 0.860, -1.695], [5.663, -1.789, -4.064], [6.204, -1.963, -5.065], [4.815, -2.587, 0.389], [3.734, -0.016, -3.678], [2.661, 2.415, 0.035], [3.634, 4.581, 1.849], [-0.459, -0.898, -1.013], [-0.974, -0.201, -2.346], [-2.681, -0.613, -2.594], [-3.264, -0.344, -3.916], [-4.597, -0.623, -4.131], [-5.367, -1.150, -3.103], [-4.779, -1.376, -1.774], [-3.455, -1.096, -1.547], [-0.371, -1.331, -3.653], [0.594, -0.866, -4.533], [1.186, -1.741, -5.433], [0.802, -3.073, -5.456], [-0.182, -3.531, -4.589], [-0.766, -2.661, -3.682], [-0.790, -1.854, -0.947], [-2.653, 0.080, -4.703], [-5.042, -0.422, -5.097], [-6.410, -1.375, -3.278], [-5.389, -1.738, -0.958], [-3.027, -1.192, -0.557], [0.886, 0.178, -4.503], [1.954, -1.388, -6.110], [1.271, -3.761, -6.147], [-0.492, -4.568, -4.615], [-1.531, -3.013, -2.998]],
  "forces_ev_per_a": [[1.094, -1.384, 1.532], [0.175, -0.146, -0.133], [-0.460, 0.679, 0.347], [-0.651, -0.131, 0.162], [0.128, -0.421, -0.093], [-0.240, 0.142, 0.282], [0.041, -0.077, -0.099], [0.104, -0.088, 0.029], [-0.186, 0.461, -0.088], [-0.057, -0.084, 0.016], [0.409, -0.268, 0.063], [-0.775, 0.831, -0.660], [0.082, 0.215, 0.135], [-0.616, 0.348, -0.586], [0.013, 0.024, 0.033], [0.141, -0.017, -0.066], [-0.008, -0.015, 0.013], [-0.035, 0.024, 0.025], [-0.004, 0.004, -0.007], [-0.014, 0.025, 0.001], [0.061, -0.150, 0.030], [-0.048, 0.006, 0.061], [0.061, -0.028, 0.047], [0.043, 0.023, -0.034], [0.039, -0.061, 0.000], [-0.057, -0.181, 0.015], [0.065, 0.165, -0.016], [-0.078, -0.116, -0.122], [0.132, 0.105, 0.069], [-0.080, -0.026, -0.041], [-0.029, 0.062, 0.004], [0.006, -0.079, 0.047], [-0.088, 0.147, -0.050], [-0.080, -0.298, -0.022], [-0.007, 0.016, -0.027], [0.006, -0.030, -0.010], [-0.003, 0.023, -0.005], [0.003, 0.072, 0.007], [-0.008, 0.008, 0.011], [0.011, 0.018, -0.006], [0.008, -0.002, -0.003], [0.048, -0.043, -0.074], [-0.106, -0.263, 0.034], [-0.271, 0.091, 0.042], [0.187, -0.047, -0.160], [-0.295, 0.267, -0.071], [0.248, -0.254, 0.045], [-0.031, 0.048, 0.025], [-0.175, 0.030, 0.380], [0.119, -0.086, -0.064], [-0.036, -0.055, 0.018], [0.121, -0.543, -0.555], [0.133, -0.013, -0.314], [-0.033, -0.004, 0.042], [-0.029, -0.019, 0.000], [0.018, 0.021, 0.007], [1.176, 1.250, -0.049], [0.094, 0.452, 0.351], [-0.424, 0.167, 0.115], [0.362, -1.145, -1.173], [-1.580, 0.538, -2.297], [1.217, -0.453, 2.600], [0.034, -0.140, 0.419], [1.024, -0.428, 2.556], [-1.663, 0.323, -2.706], [0.606, 0.331, -0.446], [0.128, 0.246, 0.138], [-0.049, 0.170, 0.081], [-0.001, -0.092, -0.058], [0.040, -0.012, -0.057], [-0.033, 0.082, 0.112], [-0.038, -0.085, 0.031], [0.072, -0.090, 0.097], [0.099, -0.044, 0.065], [-0.013, -0.023, -0.028], [-0.023, -0.020, 0.134], [-0.137, -0.010, -0.087], [0.039, 0.056, -0.012], [0.042, -0.023, 0.037], [-0.006, 0.019, 0.013], [0.000, 0.024, -0.011], [0.021, -0.003, 0.009], [0.021, -0.017, -0.048]],
  "mulliken_spin": [3.04, 0.00, 0.00, -0.03, 0.00, 0.00, 0.00, 0.00, 0.00, 0.00, 0.00, -0.01, 0.00, 0.00, 0.00, 0.00, 0.00, 0.00, 0.00, 0.00, 0.00, 0.00, 0.00, 0.00, 0.00, 0.00, 0.00, 0.00, 0.00, 0.00, 0.00, 0.00, 0.00, 0.00, 0.00, 0.00, 0.00, 0.00, 0.00, 0.00, 0.00, 0.00, 0.00, 0.00, 0.00, 0.00, 0.00, 0.00, 0.00, 0.00, 0.00, 0.00, 0.00, 0.00, 0.00, 0.00, 0.00, 0.00, -0.01, 0.00, 0.00, 0.00, 0.00, 0.00, 0.00, 0.00, 0.00, 0.00, 0.00, 0.00, 0.00, 0.00, 0.00, 0.00, 0.00, 0.00, 0.00, 0.00, 0.00, 0.00, 0.00, 0.00, 0.00],
  "largest_force_ev_per_a": 3.19,
  "e_homo_ev": [-4.9, -4.9],
  "e_tot_ha": -4920.76951,
  "e_lumo_ha": [0.0752, 0.0752],
  "gap_ev": [7.0, 7.0],
  "multiplicity": 4,
  "total_charge": -1
}

---

2.
{
  "formula": "C4H8LiO3",
  "method": "wB97M-V/def2-TZVPD",
  "symbols": ["O", "Li", "O", "C", "O", "C", "C", "C", "H", "H", "H", "H", "H", "H", "H", "H"],
  "positions_angstrom": [[-0.194, 0.793, 0.441], [1.360, 0.439, 2.567], [1.706, -0.305, 0.978], [0.799, -0.134, 0.068], [1.199, 0.251, -1.208], [2.316, -0.445, -1.707], [-1.512, 0.503, 0.019], [-2.355, -0.017, 1.170], [2.446, -0.142, -2.752], [3.227, -0.200, -1.141], [2.159, -1.535, -1.658], [-1.949, 1.434, -0.373], [-1.488, -0.216, -0.818], [-2.512, 0.779, 1.910], [-3.337, -0.354, 0.808], [-1.862, -0.849, 1.697]],
  "forces_ev_per_a": [[0.018, 0.134, 0.675], [-0.104, -0.223, -0.915], [0.025, 0.214, 0.410], [0.084, 0.126, 0.073], [0.008, -0.019, -0.109], [0.334, -0.280, -0.052], [-0.270, -0.137, -0.541], [-0.095, -0.016, 0.279], [-0.057, -0.062, 0.244], [-0.234, -0.077, -0.123], [0.047, 0.263, -0.029], [0.110, -0.183, 0.097], [0.056, 0.189, 0.337], [-0.041, -0.122, -0.144], [0.238, 0.077, 0.152], [-0.118, 0.117, -0.353]],
  "mulliken_spin": [-0.02, 0.04, 0.06, 0.94, -0.02, 0.02, 0.00, 0.01, 0.00, 0.01, -0.01, 0.00, -0.03, 0.00, 0.00, 0.00],
  "largest_force_ev_per_a": 0.95,
  "e_homo_ev": [-5.5, -9.3],
  "e_tot_ha": -390.41404,
  "e_lumo_ha": [-0.0276, -0.0325],
  "gap_ev": [4.7, 8.4],
  "multiplicity": 2,
  "total_charge": 0
}